1.
{"formula": "C5H14N2O", "method": "ωB97M-V/def2-TZVPD", "species": ["C", "C", "N", "O", "H", "H", "H", "H", "H", "H", "H", "C", "C", "C", "N", "H", "H", "H", "H", "H", "H", "H"], "positions_angstrom": [[-1.335, -1.390, 0.313], [2.041, -0.778, 0.947], [0.834, -0.761, 0.134], [-0.944, -2.268, 1.309], [-0.347, -1.830, 1.929], [0.964, -1.285, -0.728], [-1.487, -1.949, -0.603], [-2.240, -0.923, 0.703], [1.872, -0.191, 1.850], [2.921, -0.364, 0.439], [2.236, -1.808, 1.252], [-2.025, 1.229, -0.506], [1.116, 1.335, -1.190], [0.247, 0.541, -0.206], [-1.039, 0.206, -0.730], [0.176, 1.101, 0.749], [-1.746, 2.200, -0.940], [-2.237, 1.397, 0.572], [-2.965, 0.928, -0.974], [1.236, 0.768, -2.114], [2.097, 1.569, -0.768], [0.626, 2.276, -1.438]], "mulliken_charge": [-0.388, -0.991, -0.182, -0.442, 0.300, 0.241, 0.296, 0.341, 0.327, 0.305, 0.338, -0.991, -1.424, 0.231, -0.380, 0.309, 0.310, 0.374, 0.340, 0.321, 0.386, 0.378], "gap_ev": 9.026, "de_lowest_kj_mol": 486.5, "total_charge": 0}

2.
{"formula": "C2H7N3O", "method": "ωB97M-V/def2-TZVPD", "species": ["C", "N", "C", "N", "O", "N", "H", "H", "H", "H", "H", "H", "H"], "positions_angstrom": [[-1.788, 0.793, 0.814], [1.048, -0.588, -0.795], [-0.595, -0.063, 0.662], [1.385, -1.563, -1.754], [1.025, 0.973, 1.192], [-0.150, -0.593, -0.406], [1.247, 0.470, 1.984], [1.508, 0.526, 0.383], [0.562, -1.816, -2.301], [2.078, -1.154, -2.372], [-1.934, 1.483, -0.025], [-2.663, 0.143, 0.891], [-1.724, 1.388, 1.728]], "mulliken_charge": [-0.861, -0.072, 0.259, -0.598, -0.657, -0.251, 0.367, 0.473, 0.266, 0.230, 0.271, 0.291, 0.280], "gap_ev": 7.870, "de_lowest_kj_mol": 515.2, "total_charge": 0}

3.
{"formula": "C4H5N3", "method": "ωB97M-V/def2-TZVPD", "species": ["C", "C", "N", "C", "N", "C", "H", "H", "N", "H", "H", "H"], "positions_angstrom": [[0.011, -0.041, 0.360], [-0.777, -0.742, 1.055], [-1.695, -1.616, 1.070], [-1.885, -1.878, -0.272], [-1.227, -1.302, -1.261], [-0.282, -0.380, -0.978], [-2.641, -2.621, -0.499], [0.228, 0.072, -1.828], [1.930, 2.056, 0.347], [2.672, 1.404, 0.584], [2.348, 2.977, 0.264], [1.318, 2.071, 1.158]], "mulliken_charge": [-0.437, 0.881, -0.507, -0.117, -0.486, -0.123, 0.368, 0.415, -0.633, 0.203, 0.227, 0.210], "gap_ev": 9.416, "de_lowest_kj_mol": 423.2, "smiles": "C1=C=NC=NC=1.N", "total_charge": 0}

4.
{"formula": "C5H9NO", "method": "ωB97M-V/def2-TZVPD", "species": ["C", "C", "C", "C", "C", "N", "O", "H", "H", "H", "H", "H", "H", "H", "H", "H"], "positions_angstrom": [[-1.692, -1.150, -0.028], [-0.565, -0.314, -0.600], [-0.675, 1.236, -0.429], [0.614, 1.189, 0.419], [0.807, -0.238, 0.047], [1.769, -1.045, 0.198], [2.899, -0.296, 0.576], [-2.561, -1.086, -0.693], [-2.005, -0.792, 0.961], [-1.393, -2.198, 0.058], [-0.367, -0.583, -1.640], [-0.610, 1.765, -1.387], [-1.548, 1.626, 0.106], [0.331, 0.909, 1.451], [1.405, 1.939, 0.318], [3.592, -0.962, 0.642]], "mulliken_charge": [-1.346, 0.513, -0.696, -0.411, 0.131, -0.627, -0.381, 0.349, 0.314, 0.356, 0.324, 0.277, 0.292, 0.196, 0.362, 0.346], "gap_ev": 10.341, "de_lowest_kj_mol": 323.7, "smiles": "C[C@H]1CC/C1=N\\O", "total_charge": 0}

5.
{"formula": "C25H41N2RbS4Si", "method": "ωB97M-V/def2-TZVPD", "species": ["Rb", "S", "C", "S", "S", "N", "S", "C", "C", "C", "C", "C", "C", "C", "C", "C", "C", "C", "C", "H", "H", "H", "H", "H", "H", "H", "H", "H", "H", "H", "N", "H", "H", "H", "C", "C", "C", "C", "Si", "C", "C", "C", "C", "C", "C", "C", "C", "H", "H", "H", "H", "H", "H", "H", "H", "H", "H", "H", "H", "H", "H", "H", "H", "H", "H", "H", "H", "H", "H", "H", "H", "H", "H", "H"], "positions_angstrom": [[-2.379, 1.283, -1.137], [-6.772, 5.234, -2.671], [-5.589, 4.051, -2.286], [-4.224, 3.818, -3.323], [-5.772, 3.087, -0.856], [-2.449, -0.729, 1.368], [-1.456, -0.535, 2.552], [-0.771, -2.099, 3.134], [0.602, -2.199, 3.272], [1.170, -3.419, 3.623], [0.363, -4.530, 3.804], [-1.015, -4.425, 3.644], [-1.584, -3.207, 3.310], [-2.400, -0.129, 4.043], [-1.937, -0.389, 5.326], [-2.641, 0.102, 6.417], [-3.789, 0.859, 6.226], [-4.241, 1.120, 4.941], [-3.543, 0.632, 3.844], [-3.218, -1.363, 1.581], [1.223, -1.330, 3.083], [2.243, -3.504, 3.736], [0.807, -5.485, 4.056], [-1.645, -5.297, 3.771], [-2.657, -3.117, 3.177], [-1.043, -0.983, 5.474], [-2.288, -0.100, 7.421], [-4.330, 1.247, 7.080], [-5.129, 1.720, 4.785], [-3.875, 0.831, 2.830], [-1.947, 3.997, 0.912], [-2.201, 4.568, 0.112], [-1.137, 4.408, 1.356], [-2.727, 4.046, 1.557], [0.716, -2.249, -3.615], [1.171, -0.807, -3.868], [2.542, -0.871, -4.558], [0.165, -0.224, -4.874], [1.026, 0.253, -2.174], [1.988, -0.850, -0.789], [2.293, 0.031, 0.430], [1.022, -1.932, -0.285], [3.300, -1.537, -1.191], [2.146, 1.887, -2.444], [1.786, 2.894, -1.339], [3.674, 1.725, -2.456], [1.741, 2.562, -3.761], [0.575, -2.770, -4.575], [-0.236, -2.276, -3.074], [1.449, -2.821, -3.042], [2.489, -1.514, -5.453], [3.312, -1.284, -3.903], [2.876, 0.113, -4.889], [0.145, -0.840, -5.788], [0.406, 0.796, -5.167], [-0.844, -0.212, -4.455], [1.394, 0.550, 0.780], [3.055, 0.781, 0.214], [2.675, -0.592, 1.258], [0.080, -1.489, 0.054], [1.472, -2.478, 0.563], [0.776, -2.665, -1.053], [4.036, -0.824, -1.568], [3.145, -2.294, -1.962], [3.748, -2.049, -0.321], [2.003, 2.518, -0.338], [0.722, 3.141, -1.372], [2.354, 3.827, -1.478], [4.059, 1.416, -1.481], [4.157, 2.685, -2.704], [4.003, 0.991, -3.194], [0.656, 2.676, -3.834], [2.084, 2.003, -4.633], [2.189, 3.566, -3.822]], "mulliken_charge": [0.874, -0.561, -0.179, -0.547, -0.548, -0.416, 0.641, 0.349, -0.163, -0.622, -0.395, -0.681, -0.272, 0.443, -0.487, -0.582, -0.393, -0.634, -0.780, 0.098, 0.376, 0.401, 0.370, 0.356, 0.283, 0.352, 0.365, 0.366, 0.422, 0.669, -0.588, 0.274, 0.189, 0.193, -2.240, 2.269, -1.663, -1.860, -1.178, 2.604, -2.017, -1.552, -1.849, 2.442, -1.842, -1.739, -2.312, 0.578, 0.364, 0.343, 0.505, 0.217, 0.255, 0.472, 0.331, 0.344, 0.407, 0.354, 0.325, 0.230, 0.301, 0.193, 0.282, 0.278, 0.501, 0.294, 0.387, 0.451, 0.306, 0.512, 0.202, 0.442, 0.352, 0.543], "gap_ev": 2.871, "total_charge": -2}

6.
{"formula": "C3H3N3O", "method": "ωB97M-V/def2-TZVPD", "species": ["O", "C", "N", "C", "C", "N", "N", "H", "H", "H"], "positions_angstrom": [[2.336, -0.826, 0.235], [1.122, -0.568, 0.114], [0.034, -1.390, -0.002], [-1.100, -0.743, -0.121], [-1.214, 0.682, -0.127], [-0.150, 1.457, -0.005], [0.991, 0.794, 0.115], [-2.008, -1.348, -0.218], [-2.182, 1.174, -0.229], [2.175, 0.749, 0.237]], "mulliken_charge": [-0.647, 0.439, -0.495, 0.093, -0.170, -0.528, 0.066, 0.376, 0.384, 0.482], "gap_ev": 9.107, "de_lowest_kj_mol": 236.9, "smiles": "O=c1nccn[nH]1", "total_charge": 0}

7.
{"formula": "H3O4SSi", "method": "ωB97M-V/def2-TZVPD", "species": ["O", "O", "O", "O", "Si", "S", "H", "H", "H"], "positions_angstrom": [[0.310, 0.178, 0.637], [-2.001, 0.092, 0.010], [-0.892, -1.948, 0.841], [1.851, -0.671, -1.533], [1.061, 0.463, -0.865], [-1.001, -0.522, 0.757], [0.096, 1.260, -1.757], [-1.207, -0.379, 2.135], [1.784, 1.527, -0.225]], "mulliken_charge": [-0.095, -0.525, -0.573, -0.650, 0.252, 0.907, -0.152, 0.042, -0.206], "gap_ev": 7.931, "de_lowest_kj_mol": 6.9, "total_charge": -1}

8.
{"formula": "C17H27N4O2P", "method": "ωB97M-V/def2-TZVPD", "species": ["C", "C", "P", "C", "C", "C", "C", "C", "C", "N", "C", "C", "N", "C", "H", "H", "H", "H", "H", "H", "H", "H", "H", "H", "H", "H", "H", "C", "N", "C", "C", "O", "H", "H", "H", "H", "H", "H", "H", "C", "N", "C", "C", "O", "H", "H", "H", "H", "H", "H", "H"], "positions_angstrom": [[-1.471, 0.260, 2.000], [-0.916, 1.600, 1.335], [-0.689, 1.599, -0.557], [-2.027, 2.741, -1.362], [-0.924, -0.177, -1.270], [-2.157, -0.638, -2.104], [-2.285, -2.128, -2.683], [-1.124, -3.146, -2.443], [0.145, -2.679, -1.574], [1.167, -3.699, -1.401], [2.249, -3.224, -0.584], [2.313, -1.791, 0.038], [1.340, -0.748, -0.142], [0.251, -1.236, -0.971], [-1.583, -0.661, 1.333], [-2.531, 0.469, 2.440], [-0.777, -0.057, 2.881], [-1.607, 2.484, 1.595], [0.125, 1.826, 1.809], [-2.458, 3.416, -0.541], [-1.453, 3.335, -2.175], [-2.848, 2.154, -1.905], [-3.029, 0.067, -2.327], [-3.234, -2.409, -3.261], [-1.195, -4.217, -2.887], [3.139, -3.946, -0.371], [3.249, -1.523, 0.670], [2.633, -6.637, 3.942], [2.874, -5.907, 2.715], [1.855, -5.914, 1.684], [4.032, -5.212, 2.498], [4.301, -4.576, 1.490], [2.478, -7.692, 3.704], [1.739, -6.235, 4.425], [3.480, -6.545, 4.625], [2.278, -6.336, 0.768], [1.542, -4.886, 1.486], [0.993, -6.506, 1.997], [4.736, -5.276, 3.344], [-0.851, 6.688, -2.822], [-1.359, 6.972, -1.496], [-0.462, 7.536, -0.507], [-2.658, 6.725, -1.148], [-3.150, 6.939, -0.054], [-0.030, 5.970, -2.742], [-0.484, 7.616, -3.269], [-1.632, 6.269, -3.459], [-0.406, 6.862, 0.352], [-0.858, 8.498, -0.172], [0.535, 7.676, -0.929], [-3.252, 6.297, -1.973]], "mulliken_charge": [-0.792, -0.541, 0.054, -0.755, 0.508, -0.366, -0.417, -0.495, 0.291, -0.545, -0.302, -0.203, -0.311, 0.171, 0.217, 0.262, 0.217, 0.361, 0.333, 0.219, 0.184, 0.276, 0.151, 0.314, 0.318, 0.471, 0.374, -0.928, 0.140, -0.878, 0.084, -0.545, 0.331, 0.331, 0.296, 0.293, 0.248, 0.373, 0.253, -0.979, 0.140, -0.963, 0.061, -0.595, 0.342, 0.374, 0.309, 0.297, 0.295, 0.390, 0.335], "gap_ev": 6.823, "smiles": "CCP(C)c1cccc2nccnc12.CN(C)C=O.CN(C)C=O", "total_charge": 0}

DFT total energy values (in eV) by entry order: -10435.9859, -8700.9373, -8695.4259, -8865.8581, -81443.6887, -9674.9987, -26953.5864, -37403.9864.